[1]
{
  "formula": "C32H32F4N3",
  "method": "the ωB97M-V functional and the def2-TZVPD basis",
  "species": ["C", "N", "C", "C", "C", "C", "C", "C", "C", "F", "F", "F", "C", "C", "H", "H", "H", "H", "H", "H", "H", "H", "H", "H", "H", "F", "C", "C", "C", "C", "C", "C", "C", "C", "C", "C", "C", "C", "C", "C", "C", "C", "C", "N", "C", "C", "C", "N", "C", "C", "H", "H", "H", "H", "H", "H", "H", "H", "H", "H", "H", "H", "H", "H", "H", "H", "H", "H", "H", "H", "H"],
  "coordinates": [[4.116, -0.219, -2.546], [2.947, 0.625, -2.415], [2.254, 0.927, -3.684], [2.906, 1.420, -1.263], [1.691, 2.292, -0.993], [0.475, 1.931, -1.527], [-0.644, 2.733, -1.301], [-0.520, 3.836, -0.474], [-1.731, 4.733, -0.342], [-1.786, 5.410, 0.853], [-1.746, 5.689, -1.332], [-2.923, 4.049, -0.457], [0.653, 4.130, 0.212], [1.786, 3.416, -0.159], [4.378, -0.338, -3.601], [4.946, 0.188, -1.950], [3.861, -1.221, -2.189], [2.942, 0.796, -4.526], [1.468, 0.182, -3.862], [1.811, 1.929, -3.750], [3.888, 1.930, -1.049], [0.347, 1.018, -2.116], [-1.588, 2.489, -1.807], [0.671, 4.913, 0.972], [2.750, 3.745, 0.243], [-2.019, -0.460, -1.220], [-1.522, -1.165, -0.068], [-2.700, -1.843, 0.645], [-3.877, -2.145, -0.025], [-4.936, -2.710, 0.676], [-4.813, -2.976, 2.046], [-3.606, -2.741, 2.706], [-2.543, -2.219, 1.977], [-0.522, -2.197, -0.574], [-0.558, -3.515, -0.133], [0.425, -4.409, -0.537], [1.406, -3.993, -1.440], [1.375, -2.703, -1.976], [0.423, -1.803, -1.521], [-0.914, -0.037, 0.794], [-2.033, 0.948, 1.176], [-1.556, 1.586, 2.472], [-0.861, 0.410, 3.162], [-0.228, -0.409, 2.089], [1.163, -0.380, 1.957], [1.889, 0.800, 2.181], [2.789, 1.126, 1.194], [2.933, 0.359, 0.061], [2.754, -0.987, 0.292], [1.806, -1.407, 1.222], [-3.953, -1.945, -1.084], [-5.865, -2.936, 0.153], [-5.650, -3.396, 2.611], [-3.465, -2.939, 3.772], [-1.571, -2.119, 2.440], [-1.358, -3.848, 0.521], [0.387, -5.430, -0.142], [2.188, -4.687, -1.741], [2.061, -2.395, -2.760], [0.380, -0.795, -1.929], [-0.125, 0.462, 0.194], [-2.214, 1.666, 0.358], [-2.956, 0.357, 1.354], [-0.845, 2.409, 2.251], [-2.392, 1.983, 3.064], [-0.154, 0.744, 3.922], [-1.613, -0.244, 3.641], [1.649, 1.477, 2.983], [3.367, 2.039, 1.200], [3.391, -1.689, -0.279], [1.508, -2.448, 1.375]],
  "mulliken_charge": [-1.06, 0.40, -0.93, 0.21, 0.25, -0.03, -0.96, 0.66, 0.92, -0.28, -0.26, -0.25, -0.93, -0.42, 0.37, 0.31, 0.25, 0.42, 0.30, 0.32, 0.26, -0.27, 0.34, 0.52, 0.59, -0.51, 3.09, -1.13, -0.56, -0.88, -0.55, -1.27, 0.38, -1.08, -0.17, -0.96, -0.70, -0.85, 0.75, 0.09, -0.91, -0.29, -0.88, 0.36, 0.23, -0.91, -0.43, 0.23, -1.01, -0.38, 0.48, 0.43, 0.39, 0.44, 0.90, 0.41, 0.42, 0.44, 0.68, 0.15, -0.62, 0.25, 0.46, -0.02, 0.48, 0.52, 0.36, 0.36, 0.71, 0.66, 0.76],
  "e_tot_ha": -1802.02470,
  "charge": 1,
  "smiles": "CN(C)[C@@H](c1ccc(C(F)(F)F)cc1)[n+]1ccc(N2CCC[C@@H]2C(F)(c2ccccc2)c2ccccc2)cc1",
  "homo_energy_ev": -11.55
}



[2]
{
  "formula": "C32H32N4O4",
  "method": "the ωB97M-V functional and the def2-TZVPD basis",
  "species": ["C", "C", "C", "C", "O", "N", "C", "H", "C", "C", "C", "H", "C", "O", "N", "H", "H", "H", "H", "C", "C", "N", "O", "C", "C", "C", "C", "C", "C", "H", "H", "H", "N", "C", "O", "C", "H", "H", "C", "C", "C", "C", "C", "C", "C", "H", "H", "H", "H", "H", "C", "C", "C", "C", "C", "C", "H", "H", "H", "H", "H", "H", "H", "H", "H", "H", "H", "H", "H", "H", "H", "H"],
  "coordinates": [[5.353, -4.484, -1.370], [5.690, -3.124, -0.869], [5.919, -2.073, -1.647], [6.370, -0.748, -1.171], [7.319, -0.181, -1.708], [5.731, -0.194, -0.120], [4.479, -0.606, 0.466], [4.637, -1.071, 1.446], [3.734, 0.723, 0.678], [4.873, 1.652, 1.106], [6.098, 1.143, 0.350], [6.355, 1.759, -0.520], [7.344, 1.057, 1.265], [7.280, 1.164, 2.468], [8.476, 0.868, 0.573], [9.336, 0.724, 1.077], [8.425, 0.636, -0.415], [4.661, 2.700, 0.902], [5.045, 1.534, 2.179], [2.945, 1.196, -0.553], [1.547, 1.255, 0.022], [1.513, 0.913, 1.250], [2.747, 0.587, 1.716], [0.363, 1.650, -0.713], [-0.850, 1.760, -0.038], [-2.012, 2.106, -0.716], [-1.960, 2.363, -2.084], [-0.751, 2.264, -2.751], [0.407, 1.911, -2.083], [1.337, 1.835, -2.624], [-0.716, 2.465, -3.811], [-2.860, 2.627, -2.613], [-3.192, 2.175, 0.027], [-4.478, 2.112, -0.426], [-4.795, 2.209, -1.590], [-5.484, 1.941, 0.703], [-6.465, 2.252, 0.340], [-5.192, 2.602, 1.522], [-5.589, 0.496, 1.253], [-6.475, -0.425, 0.445], [-6.993, -1.546, 1.085], [-7.795, -2.445, 0.407], [-8.092, -2.234, -0.930], [-7.578, -1.125, -1.575], [-6.772, -0.225, -0.896], [-6.378, 0.627, -1.427], [-7.801, -0.954, -2.618], [-8.720, -2.933, -1.463], [-8.189, -3.309, 0.921], [-6.762, -1.715, 2.128], [-4.215, -0.118, 1.426], [-3.593, -0.783, 0.375], [-2.309, -1.276, 0.520], [-1.629, -1.117, 1.716], [-2.247, -0.471, 2.773], [-3.532, 0.025, 2.628], [-4.008, 0.532, 3.456], [-1.725, -0.347, 3.710], [-0.622, -1.486, 1.825], [-1.835, -1.782, -0.308], [-4.116, -0.905, -0.562], [-6.043, 0.581, 2.249], [-3.055, 2.020, 1.017], [-0.868, 1.557, 1.021], [3.268, 2.177, -0.904], [3.009, 0.490, -1.384], [3.943, -1.300, -0.181], [5.922, -2.175, -2.724], [5.764, -3.030, 0.207], [6.120, -5.194, -1.061], [4.409, -4.818, -0.940], [5.277, -4.498, -2.454]],
  "nbo_charge": [-0.65, -0.11, -0.31, 0.66, -0.66, -0.42, -0.23, 0.21, 0.24, -0.43, -0.15, 0.23, 0.67, -0.62, -0.82, 0.40, 0.43, 0.22, 0.26, -0.49, 0.19, -0.08, -0.35, -0.08, -0.23, 0.24, -0.25, -0.20, -0.21, 0.21, 0.22, 0.25, -0.63, 0.69, -0.61, -0.50, 0.24, 0.22, -0.27, -0.03, -0.20, -0.21, -0.22, -0.22, -0.18, 0.23, 0.21, 0.21, 0.21, 0.21, 0.08, -0.25, -0.19, -0.22, -0.20, -0.27, 0.21, 0.22, 0.22, 0.22, 0.23, 0.22, 0.41, 0.23, 0.23, 0.23, 0.22, 0.22, 0.20, 0.23, 0.22, 0.22],
  "e_tot_ha": -1758.62053,
  "relative_energy_kj_mol": 8.61,
  "smiles": "C/C=C/C(=O)N1C[C@]2(CC(c3cccc(NC(=O)CC(c4ccccc4)c4ccccc4)c3)=NO2)C[C@H]1C(N)=O",
  "homo_energy_ev": -8.53
}



[3]
{
  "formula": "C32H32N4O7PPtS",
  "method": "the ωB97M-V functional and the def2-TZVPD basis",
  "species": ["Pt", "C", "O", "C", "O", "N", "N", "H", "H", "H", "H", "H", "H", "O", "S", "O", "O", "C", "C", "C", "C", "C", "C", "P", "C", "C", "C", "C", "C", "C", "C", "C", "C", "C", "C", "C", "H", "H", "H", "H", "H", "H", "H", "H", "H", "H", "H", "H", "H", "H", "O", "C", "C", "C", "C", "N", "C", "C", "C", "C", "C", "C", "O", "C", "C", "N", "H", "H", "H", "H", "H", "H", "H", "H", "H", "H", "H", "H"],
  "coordinates": [[-0.547, -6.683, 20.973], [-3.257, -4.477, 18.078], [-3.364, -4.792, 19.443], [-3.601, -5.986, 19.868], [-2.725, -6.892, 20.139], [-4.865, -6.164, 20.224], [-5.310, -7.423, 20.689], [-3.932, -5.102, 17.497], [-2.257, -4.748, 17.716], [-3.511, -3.409, 17.987], [-5.477, -5.329, 20.145], [-7.260, -6.580, 20.786], [-4.940, -7.476, 21.610], [1.624, -7.296, 22.203], [1.835, -6.338, 23.293], [3.127, -6.121, 23.831], [1.267, -4.955, 22.788], [0.616, -6.496, 24.503], [0.747, -7.214, 25.689], [-0.397, -7.181, 26.606], [-1.611, -6.602, 26.248], [-1.711, -5.893, 25.010], [-0.612, -5.830, 24.215], [-0.407, -5.060, 22.577], [-6.744, -7.541, 20.774], [-7.345, -7.938, 22.102], [-8.572, -8.546, 22.102], [-9.121, -8.916, 20.796], [-8.486, -8.752, 19.539], [-7.288, -8.031, 19.428], [-0.848, -3.450, 22.407], [-1.271, -3.035, 21.143], [-1.751, -1.793, 21.012], [-1.913, -0.914, 22.046], [-1.418, -1.238, 23.346], [-0.895, -2.494, 23.487], [1.720, -7.560, 26.097], [-0.253, -7.514, 27.555], [-2.465, -6.626, 26.877], [-2.633, -5.434, 24.721], [-6.784, -7.687, 23.073], [-9.137, -8.808, 23.073], [-10.081, -9.454, 20.679], [-8.974, -8.883, 18.524], [-7.142, -7.395, 18.536], [-1.368, -3.735, 20.307], [-2.171, -1.474, 20.066], [-2.336, 0.027, 21.775], [-1.478, -0.547, 24.142], [-0.634, -2.840, 24.520], [3.412, -6.072, 15.458], [3.368, -4.933, 16.260], [2.275, -5.193, 17.271], [1.952, -4.246, 18.199], [1.079, -4.564, 19.259], [0.435, -5.793, 19.265], [0.715, -6.694, 18.289], [1.692, -6.473, 17.356], [0.007, -7.988, 18.409], [0.030, -8.872, 17.406], [-0.686, -10.079, 17.516], [-0.707, -11.062, 16.450], [-1.095, -12.338, 16.981], [-1.291, -10.328, 18.666], [-1.153, -9.425, 19.747], [-0.536, -8.297, 19.616], [4.372, -6.316, 15.266], [3.206, -4.010, 15.712], [4.340, -4.733, 16.843], [2.443, -3.270, 18.253], [0.875, -3.911, 20.067], [2.051, -7.276, 16.703], [0.451, -8.479, 16.448], [0.210, -11.141, 15.951], [-1.380, -10.715, 15.723], [-1.308, -13.023, 16.394], [-1.818, -11.224, 18.874], [-1.634, -9.494, 20.686]],
  "lowdin_spin": [1.35, 0.00, 0.00, 0.02, 0.12, 0.02, 0.07, 0.00, 0.00, 0.00, 0.00, 0.04, 0.00, 0.09, 0.02, 0.01, 0.01, 0.01, 0.00, 0.01, 0.00, 0.01, 0.03, 0.05, 0.10, 0.38, 0.21, 0.28, 0.27, 0.58, 0.00, 0.00, 0.00, 0.00, 0.00, 0.00, 0.00, 0.00, 0.00, 0.00, 0.01, 0.00, 0.01, 0.00, 0.02, 0.00, 0.00, 0.00, 0.00, 0.00, 0.00, 0.00, 0.00, 0.01, 0.01, 0.17, 0.01, 0.01, 0.00, 0.00, 0.00, 0.00, 0.00, 0.00, 0.01, 0.05, 0.00, 0.00, 0.00, 0.00, 0.00, 0.00, 0.00, 0.00, 0.00, 0.00, 0.00, 0.01],
  "e_tot_ha": -2841.96539,
  "charge": 3,
  "relative_energy_kj_mol": 345.34,
  "homo_energy_ev": [-15.48, -16.29],
  "s2": 6.016,
  "multiplicity": 5
}